Molecular formula: C6H10O
Method: DFT, the ωB97M-V functional and the def2-TZVPD basis

Calculated values
Strongest force on any atom (hartree/bohr): 0.00969
Energy relative to the best compared isomer or geometry (same formula, charge and spin) (kJ/mol): 322.11
Kohn-Sham gap (eV): 9.44

CARTESIAN COORDINATES (ANGSTROEM)
C  -1.9829  -0.4926  0.2207
C  -0.7614  0.0986  -0.4565
O  -0.4788  1.3497  0.2275
C  -0.2275  2.3838  -0.5215
C  1.8322  -0.1818  -0.4434
C  1.3329  -0.7217  0.8683
C  0.4648  -0.7861  -0.3552
H  -2.8385  0.1829  0.1252
H  -1.7793  -0.6544  1.2841
H  -2.2448  -1.4535  -0.2335
H  -0.9579  0.3595  -1.5019
H  1.8911  0.8963  -0.5640
H  -0.0027  3.1659  0.2488
H  2.6119  -0.7281  -0.9640
H  1.0517  -0.0101  1.6399
H  1.7659  -1.6453  1.2398
H  0.3230  -1.7631  -0.8144